ORCA calculation (wB97M-V/def2-TZVPD) on 7 unconnected molecules or ions with the total composition C34H70BrF4N7O13S.

Results
total charge: 0

Cartesian coordinates (Å):
C (-0.214868, -1.709994, 5.416563)
C (-0.740198, -2.389653, 4.378037)
N (-0.016598, -2.627288, 3.223511)
C (-0.008516, -3.942452, 2.603654)
C (0.851403, -4.966372, 3.389335)
O (1.631871, -4.437236, 4.432859)
O (2.750404, -3.732188, 3.861770)
C (0.385189, -3.789300, 1.123154)
C (-0.463140, -2.670126, 0.514789)
O (-1.837827, -2.863139, 0.899435)
C (-2.595958, -1.767027, 0.869290)
F (-3.865424, -2.125775, 1.077750)
F (-2.538936, -1.126346, -0.317311)
F (-2.264205, -0.867470, 1.804144)
O (1.753500, -3.444707, 1.064101)
C (2.579041, -3.867707, -0.041502)
C (1.834704, -3.769139, -1.384407)
C (2.703303, -3.933323, -2.655766)
C (2.698195, -2.645796, -3.488961)
S (3.878350, -2.584033, -4.817630)
O (3.268069, -3.026310, -6.025171)
O (4.517362, -1.299734, -4.809705)
O (5.001892, -3.643117, -4.404357)
C (3.723828, -2.821961, -0.026536)
C (5.157598, -3.217190, -0.411737)
C (5.784761, -2.147509, -1.309382)
Br (6.350147, -3.327677, 1.145268)
C (2.963073, -5.330488, 0.248741)
C (3.855213, -5.589121, 1.452132)
F (3.523841, -5.928417, -0.887507)
H (-0.692497, -0.847837, 5.869586)
H (0.792095, -1.966037, 5.741740)
H (-1.753049, -2.795824, 4.380542)
H (0.907617, -2.216850, 3.294480)
H (-1.038289, -4.303217, 2.631489)
H (1.448194, -5.589891, 2.718590)
H (0.188886, -5.637388, 3.939831)
H (2.774429, -2.959351, 4.443438)
H (0.147290, -4.747615, 0.646126)
H (-0.080399, -1.701987, 0.835823)
H (-0.426959, -2.688094, -0.572859)
H (1.029974, -4.504819, -1.424337)
H (1.407528, -2.765893, -1.415987)
H (2.236330, -4.700233, -3.275305)
H (3.705941, -4.290140, -2.458364)
H (2.834082, -1.745841, -2.892544)
H (1.737821, -2.549702, -3.990814)
H (5.726678, -3.124591, -4.021486)
H (3.421250, -2.033959, -0.719917)
H (3.737653, -2.352227, 0.956130)
H (5.222921, -4.170597, -0.928883)
H (5.930660, -1.227849, -0.742025)
H (6.762484, -2.473597, -1.664116)
H (5.129854, -1.908870, -2.150007)
H (2.015755, -5.856585, 0.408721)
H (4.033554, -4.688350, 2.028862)
H (3.444904, -6.370047, 2.087968)
H (4.824296, -5.929458, 1.086109)
C (1.385457, 0.732344, -5.394335)
O (1.556909, -0.331618, -4.821017)
N (1.387086, 0.876422, -6.725472)
C (1.180131, 2.158010, -7.377089)
C (1.611954, -0.307278, -7.541710)
H (1.221609, 1.677565, -4.850710)
H (0.306072, 2.117906, -8.022340)
H (2.044631, 2.423198, -7.984480)
H (1.030384, 2.930084, -6.624648)
H (0.842826, -1.055442, -7.346693)
H (2.576332, -0.756361, -7.306360)
H (1.585099, -0.021268, -8.590619)
C (-3.257372, 0.155096, 7.591869)
O (-2.076233, -0.028472, 7.350924)
N (-4.231449, -0.104763, 6.704325)
C (-5.635666, 0.140397, 6.962441)
C (-3.837287, -0.647619, 5.413882)
H (-3.621609, 0.559421, 8.549872)
H (-6.201736, -0.790798, 6.884988)
H (-6.011223, 0.853844, 6.228989)
H (-5.777181, 0.555931, 7.957929)
H (-3.319204, -1.597687, 5.545864)
H (-3.154492, 0.031095, 4.899259)
H (-4.726354, -0.800964, 4.804903)
C (-5.981471, 2.134833, 3.909106)
O (-6.127651, 3.000330, 4.750712)
N (-5.289117, 2.278150, 2.764894)
C (-5.142454, 1.200819, 1.807626)
C (-4.665400, 3.561934, 2.493983)
H (-6.414951, 1.124853, 4.020741)
H (-4.090020, 0.950436, 1.671635)
H (-5.563866, 1.485370, 0.841019)
H (-5.664838, 0.316309, 2.168016)
H (-3.953012, 3.812847, 3.280872)
H (-5.417052, 4.351194, 2.458006)
H (-4.147093, 3.509185, 1.539083)
C (0.439506, 2.283213, 4.256956)
O (0.184615, 1.143814, 3.903662)
N (0.542918, 2.698518, 5.528626)
C (0.848007, 4.078131, 5.854557)
C (0.342327, 1.745262, 6.616365)
H (0.620669, 3.092012, 3.529094)
H (1.775345, 4.131524, 6.429725)
H (0.042570, 4.511460, 6.451162)
H (0.960890, 4.668141, 4.946337)
H (1.072995, 0.938038, 6.543340)
H (-0.650368, 1.304334, 6.566414)
H (0.462814, 2.262716, 7.565076)
C (-0.715571, 4.471458, -9.535937)
O (0.427621, 4.059879, -9.470083)
N (-1.488712, 4.394327, -10.635139)
C (-2.845523, 4.898184, -10.662352)
C (-0.930466, 3.782998, -11.829942)
H (-1.222925, 4.950305, -8.681196)
H (-3.550169, 4.095537, -10.888497)
H (-2.951581, 5.677808, -11.419173)
H (-3.097883, 5.319536, -9.691135)
H (-0.637485, 2.752296, -11.629393)
H (-0.043147, 4.325816, -12.155858)
H (-1.676930, 3.800012, -12.620226)
C (-0.194216, 6.738169, 2.069178)
O (0.293423, 6.363302, 3.118678)
N (-0.511442, 5.926395, 1.042156)
C (-1.093178, 6.424347, -0.185292)
C (-0.252080, 4.504590, 1.187558)
H (-0.421402, 7.798823, 1.870035)
H (-2.071997, 5.972137, -0.359450)
H (-0.448999, 6.197326, -1.037253)
H (-1.215671, 7.503804, -0.119534)
H (-0.804147, 4.109314, 2.040812)
H (0.810519, 4.334452, 1.364843)
H (-0.557172, 3.984163, 0.283072)

Cartesian forces (eV/Å) of the 6 atoms listed first:
C 0.1524 0.0027 0.0424
C -0.1230 0.1390 0.1896
N 0.5445 -1.0510 0.4635
C 0.2319 0.3254 0.2135
C -0.2695 -0.2065 -0.1215
O 0.1501 -0.0168 0.0267



ORCA calculation (wB97M-V/def2-TZVPD) on a molecular structure, C34H70BrF6N4O12P4S2.

Results
total charge: +1

Cartesian coordinates (Å):
C (-1.569209, 1.038477, 2.462805)
C (-1.083917, 1.566179, 1.519704)
C (-0.534285, 2.435768, 0.395628)
C (-1.624265, 3.570904, 0.127894)
P (-1.938736, 4.529522, 1.726283)
C (-0.387055, 4.554559, 2.823575)
O (-3.147476, 3.702544, 2.601763)
C (-1.340902, 4.474945, -1.203775)
C (-2.443027, 4.105543, -2.282516)
C (-2.412672, 4.939286, -3.648498)
C (-3.156777, 4.087097, -4.785823)
C (-1.633276, 6.019365, -0.986032)
F (-3.020692, 6.333114, -1.062546)
C (-0.886403, 7.059793, -1.944848)
C (-1.864896, 8.245128, -2.370618)
C (0.162609, 4.123429, -1.526914)
P (1.342104, 5.196641, -0.442088)
S (2.738348, 6.080603, -1.477066)
N (0.575607, 2.685442, -1.753437)
Br (0.115821, 2.496326, -3.677006)
C (2.087307, 2.597208, -2.019835)
C (3.331939, 2.449692, -1.125840)
N (4.020138, 1.079176, -1.230658)
N (4.435522, 3.275656, -1.800374)
N (3.467107, 2.797432, 0.268066)
C (-0.112228, 1.618936, -0.940068)
C (-1.450692, 0.976906, -1.416136)
O (-1.414842, 0.139961, -2.567813)
C (-2.695080, -0.023823, -3.191487)
C (-2.412031, -0.410229, -4.713201)
C (-3.667850, 0.161543, -5.529013)
S (0.887979, 0.093292, -0.595770)
O (1.570078, -0.416533, -1.775095)
O (1.779199, 0.339857, 0.524580)
C (0.091409, -1.471547, -0.020723)
F (1.190439, -2.262091, 0.305061)
F (-0.594005, -1.443961, 1.165071)
C (-0.731428, -2.413088, -0.979777)
F (-0.612644, -3.685251, -0.443757)
F (-0.330061, -2.533005, -2.252927)
F (-2.093842, -2.195222, -0.957146)
H (-2.138078, 0.428505, 3.187766)
H (0.441340, 2.816392, 0.810546)
H (-2.635022, 3.109314, -0.075056)
H (0.224994, 5.478012, 2.653614)
H (-0.796209, 4.659363, 3.870969)
H (0.199036, 3.604018, 2.814976)
H (-3.188114, 4.047809, 3.510854)
H (-3.479344, 4.089395, -1.838897)
H (-2.361584, 3.088207, -2.740137)
H (-1.377182, 5.103600, -4.028394)
H (-3.019542, 5.865167, -3.527284)
H (-3.636042, 4.793830, -5.503829)
H (-3.888382, 3.373159, -4.317024)
H (-2.378250, 3.519447, -5.362777)
H (-1.365967, 6.425198, 0.021027)
H (-0.054134, 7.587229, -1.397627)
H (-0.415490, 6.606261, -2.848219)
H (-2.558061, 7.964900, -3.195535)
H (-1.179297, 9.033928, -2.799216)
H (-2.358921, 8.725307, -1.492927)
H (0.326856, 4.670731, -2.501727)
H (0.676457, 6.350220, 0.092886)
H (1.745273, 4.567705, 0.758940)
H (2.269760, 1.785132, -2.783902)
H (2.264290, 3.499707, -2.681155)
H (4.977402, 1.162556, -0.892053)
H (4.102956, 0.799064, -2.211472)
H (4.668050, 2.866964, -2.703388)
H (5.236739, 3.340445, -1.178596)
H (4.347572, 2.521120, 0.688436)
H (2.666895, 2.669709, 0.872277)
H (-1.772941, 0.256973, -0.586973)
H (-2.377602, 1.591339, -1.450504)
H (-3.326177, 0.901520, -3.231984)
H (-3.295110, -0.863922, -2.749766)
H (-2.274169, -1.506108, -4.858344)
H (-1.538745, 0.196467, -5.085951)
H (-3.543000, 1.243488, -5.789010)
H (-3.909892, -0.465721, -6.418293)
H (-4.548616, 0.107217, -4.828008)
O (-3.745761, -9.048554, -2.964815)
P (-3.196965, -8.683719, -1.605782)
O (-2.024408, -7.627024, -2.076274)
C (-2.409022, -6.325454, -2.498712)
C (-2.708223, -5.426227, -1.312601)
O (-2.245397, -10.024152, -1.412695)
C (-2.622811, -11.268230, -2.001952)
C (-1.839186, -11.508714, -3.277225)
O (-2.852998, -8.298466, -0.003993)
C (-3.556160, -9.023017, 1.023373)
C (-2.731350, -10.192209, 1.530179)
H (-3.271795, -6.386017, -3.169894)
H (-1.574136, -5.914443, -3.068787)
H (-3.601723, -5.766048, -0.782234)
H (-2.876094, -4.399217, -1.639636)
H (-1.886731, -5.441568, -0.600868)
H (-3.698921, -11.312201, -2.177089)
H (-2.386546, -12.056724, -1.281553)
H (-1.947072, -10.681538, -3.979804)
H (-2.169081, -12.428472, -3.765622)
H (-0.773534, -11.595708, -3.052816)
H (-4.532881, -9.352618, 0.660454)
H (-3.725543, -8.319942, 1.840917)
H (-2.836732, -11.056862, 0.875118)
H (-3.067360, -10.499765, 2.522522)
H (-1.670941, -9.941046, 1.569778)
O (6.007187, -0.231100, 6.746586)
P (5.106105, 0.283707, 5.650367)
O (5.198829, 1.895332, 5.973752)
C (6.383447, 2.596762, 5.611259)
C (6.401804, 2.917896, 4.127419)
O (3.670594, -0.030983, 6.413636)
C (3.562413, -1.126622, 7.322608)
C (3.643834, -0.635887, 8.754627)
O (4.207977, 0.649095, 4.273012)
C (3.688614, -0.449041, 3.499509)
C (2.253568, -0.756691, 3.885997)
H (7.267178, 2.017659, 5.895443)
H (6.395552, 3.522876, 6.186725)
H (6.487307, 2.004673, 3.532390)
H (7.246494, 3.564927, 3.882297)
H (5.476287, 3.414006, 3.827753)
H (4.315992, -1.887916, 7.115199)
H (2.586675, -1.593464, 7.158082)
H (4.549174, -0.054260, 8.931556)
H (3.625347, -1.476045, 9.452426)
H (2.798613, 0.020131, 8.975934)
H (4.327077, -1.329637, 3.604837)
H (3.721226, -0.137755, 2.453182)
H (2.217044, -1.389022, 4.773185)
H (1.745351, -1.298965, 3.085579)
H (1.698620, 0.155038, 4.112763)

Cartesian forces (eV/Å) of the 6 atoms listed first:
C -1.5488 -1.7519 1.6280
C 1.3662 1.6209 -2.6461
C -0.0548 -1.1092 0.9811
C -0.1747 -0.8306 0.0007
P -0.7949 2.0629 0.8782
C -0.4898 -0.8007 0.4423



no.,HOMO level (eV),maximum force (Eh/bohr)
1,-7.10,0.0262
2,-10.73,0.1688